Entry from the Open Molecules 2025 dataset: C5H7NOS in the gas phase (ωB97M-V with the def2-TZVPD basis set).

The value obtained for the HOMO energy is -0.3140 Eh. Its orbital gap is 0.286 hartree. Its relative energy (zero: lowest compared OMol25 entry of this formula, charge and spin) is 125.6 kcal per mole. The lowest unoccupied orbital energy comes out at -0.7750 eV. The calculation puts the largest force on an atom at 8.9 eV Å⁻¹.

ORCA input file:
```
! RIJCOSX wB97M-V def2-TZVPD def2/J DEFGRID3
* xyz 0 1
C 3.09 -1.20 -0.03
C 1.87 -0.24 -0.11
C 0.61 -0.80 0.07
C -0.57 0.03 -0.16
C -1.91 -0.71 0.06
H 4.01 -0.45 -0.29
H 3.07 -1.33 1.14
H 3.01 -2.05 -0.77
H 0.61 -1.79 0.46
H -0.71 1.03 -0.14
H -2.01 -1.75 0.18
H 1.30 2.62 0.14
N 2.18 0.95 0.00
O 1.09 1.71 0.07
S -3.23 0.05 -0.02
*
```



Entry from the Open Molecules 2025 dataset: a gas-phase ion, CH3NO4P (charge +1) (ωB97M-V with the def2-TZVPD basis set).

The value obtained for the HOMO energy is -0.5908 Eh. Its orbital gap is 0.430 hartree. Its relative energy (zero: lowest compared OMol25 entry of this formula, charge and spin) is 17.5 kcal per mole. The lowest unoccupied orbital energy comes out at -4.3850 eV. The calculation puts the largest force on an atom at 3.1 eV Å⁻¹.

ORCA input file:
```
! RIJCOSX wB97M-V def2-TZVPD def2/J DEFGRID3
* xyz 1 1
C 0.62 -2.90 -0.20
N 0.73 -1.76 -0.17
O 0.79 -0.51 -0.28
O -0.81 0.77 -1.78
O 0.70 2.15 -0.25
O -1.29 1.21 0.74
P -0.37 1.09 -0.48
H 0.65 -4.00 0.02
H 0.70 2.81 0.44
H -2.25 0.84 0.66
*
```



Entry from the Open Molecules 2025 dataset: 3 unconnected molecules or ions with the total composition C4H13NO2 (ωB97M-V with the def2-TZVPD basis set).

The value obtained for the HOMO energy is -0.3625 Eh. Its orbital gap is 0.382 hartree. Its relative energy (zero: lowest compared OMol25 entry of this formula, charge and spin) is 26.6 kcal per mole. The lowest unoccupied orbital energy comes out at 0.5401 eV. The calculation puts the largest force on an atom at 1.6 eV Å⁻¹.

ORCA input file:
```
! RIJCOSX wB97M-V def2-TZVPD def2/J DEFGRID3
* xyz 0 1
C 1.01 -0.35 2.25
C 0.49 0.43 1.06
C -0.12 -0.56 0.05
C -0.29 0.33 -2.14
N -0.87 0.08 -1.05
H 1.21 0.31 3.13
H 1.91 -0.86 1.96
H 0.29 -1.14 2.51
H -0.31 1.16 1.29
H 1.27 0.99 0.52
H 0.54 -1.33 -0.33
H -0.84 -1.14 0.65
H 0.73 -0.02 -2.35
H -0.84 0.85 -2.97
H -2.59 0.30 0.07
H -4.10 0.55 0.31
O -3.34 0.06 0.63
H 2.43 -0.72 -1.15
H 3.53 0.29 -1.52
O 2.83 0.11 -0.89
*
```



Entry from the Open Molecules 2025 dataset: CH3INOP in the gas phase (ωB97M-V with the def2-TZVPD basis set).

The value obtained for the HOMO energy is -0.3423 Eh. Its orbital gap is 0.317 hartree. Its relative energy (zero: lowest compared OMol25 entry of this formula, charge and spin) is 16.7 kcal per mole. The lowest unoccupied orbital energy comes out at -0.6937 eV. The calculation puts the largest force on an atom at 2.8 eV Å⁻¹.

ORCA input file:
```
! RIJCOSX wB97M-V def2-TZVPD def2/J DEFGRID3
* xyz 0 1
C -0.80 -0.45 -0.16
N -0.07 0.60 -0.23
O -0.58 -1.58 -0.13
P 1.73 0.47 -0.06
I -3.20 0.40 -0.12
H -0.62 1.37 0.09
H 1.78 -0.75 -0.78
H 1.75 -0.06 1.38
*
```



Entry from the Open Molecules 2025 dataset: a molecular structure, C41H41AlOP2SSi (ωB97M-V with the def2-TZVPD basis set).

The value obtained for the HOMO energy is -0.4688 Eh. Its orbital gap is 0.254 hartree. Its relative energy (zero: lowest compared OMol25 entry of this formula, charge and spin) is 41.6 kcal per mole. The lowest unoccupied orbital energy comes out at -5.8451 eV. The calculation puts the largest force on an atom at 1.0 eV Å⁻¹.

ORCA input file:
```
! RIJCOSX wB97M-V def2-TZVPD def2/J DEFGRID3
* xyz 2 1
Al 0.62 0.79 0.22
C 0.68 0.80 4.18
Si 0.16 0.26 2.48
C 0.73 -1.55 2.31
C 0.25 -2.51 3.21
C 0.57 -3.85 3.10
C 1.40 -4.28 2.08
C 1.95 -3.36 1.21
C 1.64 -2.00 1.31
P 2.59 -0.79 0.33
C 4.25 -1.48 0.09
C 4.58 -2.29 -0.99
C 5.87 -2.80 -1.10
C 6.82 -2.50 -0.13
C 6.49 -1.69 0.95
C 5.20 -1.17 1.05
C 1.87 -0.76 -1.37
C 2.13 0.42 -2.10
C 1.79 0.51 -3.45
C 1.21 -0.58 -4.07
C 0.96 -1.75 -3.36
C 1.26 -1.84 -2.02
C -1.66 0.76 2.15
C -2.31 1.54 3.12
C -3.52 2.17 2.85
C -4.10 2.06 1.59
C -3.49 1.28 0.62
C -2.28 0.65 0.89
P -1.59 -0.64 -0.23
C -2.84 -1.92 0.23
C -3.93 -2.23 -0.58
C -4.90 -3.11 -0.13
C -4.79 -3.69 1.13
C -3.72 -3.37 1.95
C -2.75 -2.49 1.50
C -1.97 -0.14 -1.94
C -2.08 -1.10 -2.94
C -2.32 -0.72 -4.26
C -2.40 0.63 -4.59
C -2.25 1.59 -3.60
C -2.04 1.21 -2.29
H 0.06 0.26 4.90
H 1.72 0.52 4.35
H 0.57 1.87 4.36
H -0.40 -2.19 4.03
H 0.16 -4.57 3.81
H 1.64 -5.33 1.98
H 2.67 -3.69 0.47
H 3.86 -2.52 -1.76
H 6.13 -3.43 -1.94
H 7.82 -2.90 -0.22
H 7.23 -1.45 1.70
H 4.95 -0.54 1.89
H 2.67 1.23 -1.62
H 2.00 1.41 -4.00
H 0.96 -0.53 -5.13
H 0.52 -2.60 -3.87
H 1.04 -2.75 -1.47
H -1.88 1.65 4.11
H -4.00 2.76 3.62
H -5.05 2.55 1.39
H -3.98 1.14 -0.34
H -4.06 -1.77 -1.55
H -5.74 -3.34 -0.76
H -5.55 -4.38 1.47
H -3.63 -3.80 2.93
H -1.93 -2.22 2.15
H -1.99 -2.15 -2.70
H -2.43 -1.48 -5.02
H -2.60 0.92 -5.61
H -2.30 2.64 -3.86
H -1.96 1.96 -1.51
C -1.93 4.98 -1.15
C -0.74 4.77 -0.22
S 0.57 3.82 -1.01
O 0.44 2.43 -0.35
C 2.04 4.47 -0.21
C 2.01 4.45 1.31
H -2.72 5.49 -0.60
H -2.34 4.04 -1.52
H -1.66 5.60 -2.01
H -1.00 4.21 0.69
H -0.29 5.72 0.07
H 2.14 5.48 -0.63
H 2.85 3.86 -0.62
H 1.23 5.09 1.72
H 2.96 4.82 1.67
H 1.86 3.44 1.69
*
```



Entry from the Open Molecules 2025 dataset: 5 unconnected molecules or ions with the total composition C23H44BrO14PS (ωB97M-V with the def2-TZVPD basis set).

The value obtained for the HOMO energy is -0.3415 Eh. Its orbital gap is 0.327 hartree. Its relative energy (zero: lowest compared OMol25 entry of this formula, charge and spin) is 147.7 kcal per mole. The lowest unoccupied orbital energy comes out at -0.3975 eV. The calculation puts the largest force on an atom at 9.9 eV Å⁻¹.

ORCA input file:
```
! RIJCOSX wB97M-V def2-TZVPD def2/J DEFGRID3
* xyz 0 1
C -2.41 -5.90 4.76
C -0.86 -5.45 4.46
C -0.25 -5.96 3.02
C -1.34 -6.03 1.79
O -0.71 -5.33 0.62
C -1.70 -4.52 -0.10
S -3.27 -5.38 -0.75
O -1.03 -4.20 -1.41
C -1.95 -3.13 -1.92
O -1.96 -2.75 -3.21
O -2.78 -2.56 -0.81
C -1.93 -2.94 0.37
Br -2.85 -2.60 2.13
P -0.37 -1.83 0.02
O -0.91 -0.21 -0.39
O 0.66 -1.75 1.42
H -3.09 -5.21 4.07
H -2.65 -5.55 5.87
H -2.62 -7.04 4.61
H -0.67 -4.28 4.61
H -0.20 -5.97 5.30
H 0.56 -5.15 2.70
H 0.28 -7.00 3.08
H -1.47 -7.18 1.52
H -2.36 -5.49 1.99
H -3.03 -6.76 -0.83
H -0.59 0.04 -1.32
H 1.50 -2.27 1.20
O 3.74 -0.36 0.72
C 3.54 0.31 -0.30
O 4.53 1.06 -0.82
C 4.45 1.75 -2.09
C 3.76 3.09 -1.94
C 2.17 0.37 -0.91
H 3.99 1.11 -2.85
H 5.49 1.91 -2.41
H 2.73 2.97 -1.59
H 3.75 3.62 -2.89
H 4.28 3.70 -1.19
H 1.56 1.08 -0.36
H 1.72 -0.63 -0.85
H 2.18 0.64 -1.97
O -4.91 3.64 -3.96
C -5.02 2.43 -4.13
O -4.39 1.56 -3.31
C -4.59 0.13 -3.32
C -3.73 -0.53 -4.38
C -5.79 1.89 -5.30
H -5.65 -0.11 -3.41
H -4.28 -0.23 -2.33
H -4.00 -0.18 -5.38
H -3.85 -1.61 -4.35
H -2.68 -0.28 -4.22
H -5.16 1.93 -6.19
H -6.67 2.53 -5.46
H -6.17 0.88 -5.16
O 9.16 3.03 4.46
C 8.75 2.41 3.48
O 7.46 2.54 3.09
C 6.92 2.00 1.86
C 6.55 0.54 2.03
C 9.64 1.46 2.75
H 7.61 2.17 1.03
H 6.02 2.58 1.64
H 7.42 -0.08 2.28
H 6.09 0.15 1.12
H 5.84 0.42 2.86
H 9.67 0.51 3.29
H 10.65 1.88 2.71
H 9.35 1.28 1.71
O -4.66 5.27 2.90
C -4.34 5.28 1.72
O -4.90 4.41 0.85
C -4.73 4.44 -0.58
C -3.45 3.75 -0.99
C -3.28 6.22 1.22
H -4.81 5.47 -0.95
H -5.58 3.90 -1.00
H -2.57 4.25 -0.57
H -3.35 3.74 -2.08
H -3.43 2.72 -0.62
H -2.30 5.79 1.44
H -3.39 7.17 1.74
H -3.35 6.44 0.15
*
```



Q: Which value of relative energy (zero: lowest compared OMol25 entry of this formula, charge and spin) does entry 3 give?
A: 26.6 kcal per mole



Q: Among the records above, which one has the lowest lowest unoccupied orbital energy?
A: C41H41AlOP2SSi



Q: What is the lowest unoccupied orbital energy in the fifth record?
A: -5.8451 eV